Entry 1:
C23H24IN3O2SSc | ωB97M-V/def2-TZVPD

```
55
Properties=species:S:1:pos:R:3
Sc 12.522 7.035 9.171
C 11.892 9.728 8.104
N 11.948 8.405 7.477
C 10.689 8.051 6.785
C 13.093 8.409 6.561
C 14.396 8.194 7.235
C 15.553 8.644 6.605
C 16.815 8.375 7.146
C 16.946 7.590 8.278
C 15.778 7.217 8.936
C 14.476 7.483 8.479
H 11.488 10.492 7.445
H 12.846 9.954 8.498
H 11.128 9.737 8.977
H 10.534 8.716 5.946
H 9.832 8.184 7.429
H 10.688 7.052 6.437
H 13.091 9.302 6.020
H 12.893 7.526 5.866
H 15.462 9.172 5.665
H 17.687 8.819 6.635
H 17.935 7.278 8.517
H 15.856 6.642 9.853
N 13.679 4.705 11.288
C 13.695 5.801 12.036
S 12.664 7.120 11.674
N 14.583 6.003 12.978
C 14.777 7.170 13.765
C 15.744 8.076 13.334
C 16.096 9.144 14.061
C 15.321 9.356 15.262
C 14.329 8.491 15.665
C 14.006 7.327 14.886
H 13.002 4.535 10.538
H 14.333 3.970 11.509
H 15.121 5.183 13.274
H 16.256 7.799 12.457
H 16.923 9.713 13.713
H 15.608 10.294 15.807
H 13.839 8.683 16.659
H 13.326 6.538 15.156
I 5.908 8.651 8.412
C 7.424 7.279 8.587
C 8.419 7.485 9.525
C 9.509 6.548 9.622
C 9.628 5.508 8.719
C 8.597 5.330 7.829
C 7.535 6.192 7.703
C 10.763 4.571 8.740
O 10.645 3.366 8.633
O 11.947 5.142 8.949
H 8.218 8.228 10.289
H 10.283 6.795 10.425
H 8.646 4.476 7.133
H 6.778 6.045 6.922
```

Multiplicity = 1
E = -2662.06565 hartree
Charge = +1
LUMO energy = -2.94 eV
Frontier orbital gap = 8.6 eV
Highest occupied orbital energy = -11.54 eV

=====

Entry 2:
C23H24N2O2 | ωB97M-V/def2-TZVPD

```
51
Properties=species:S:1:pos:R:3
C -0.132 -0.777 -2.848
H -1.043 -0.396 -3.533
O -0.808 -1.403 -1.755
C -1.622 -0.473 -1.013
C -1.813 1.073 -1.217
C -2.485 1.699 -0.332
C -3.181 1.075 0.707
C -3.263 -0.375 0.583
C -2.341 -1.117 -0.178
C -2.250 -2.615 0.145
N -1.370 -3.232 1.193
C -2.185 -3.117 2.358
H -2.603 -1.943 2.927
H -1.626 -3.734 3.273
H -3.223 -3.611 2.252
C -0.033 -2.483 1.514
C -0.177 -0.934 2.014
O -0.582 -0.647 3.002
N 0.413 -0.323 0.964
C 0.729 1.129 1.151
C -0.165 1.998 1.869
C 0.147 3.253 1.996
C 0.879 3.860 1.094
C 1.755 3.160 0.333
C 1.438 1.757 -0.045
C 2.335 1.042 -0.687
C 3.123 0.171 -0.185
C 3.997 -0.795 -1.242
C 4.196 -0.218 -2.408
C 3.331 0.825 -2.828
C 2.488 1.409 -2.121
H 1.859 2.404 -2.479
H 3.383 1.094 -3.936
H 4.703 -0.650 -3.137
H 4.614 -1.411 -0.787
H 3.188 -0.478 0.719
H 2.183 3.748 -0.543
H 1.044 4.957 1.307
H -0.636 3.862 2.630
H -0.660 1.362 2.590
H 0.929 -0.636 0.396
H 0.641 -3.156 2.288
H 0.445 -2.552 0.474
H -1.660 -2.916 -0.687
H -3.137 -3.077 0.037
H -3.990 -0.917 1.501
H -4.065 1.581 1.288
H -2.719 2.742 -0.364
H -1.126 1.347 -2.036
H 0.515 -1.575 -3.470
H 0.561 0.015 -2.777
```

Multiplicity = 1
E = -1150.28432 hartree
Charge = 0
LUMO energy = 0.09 eV
Frontier orbital gap = 8.3 eV
Highest occupied orbital energy = -8.24 eV

=====

Entry 3:
C23H24N2O6 | ωB97M-V/def2-TZVPD

```
55
Properties=species:S:1:pos:R:3
C -1.502 5.137 3.226
H -1.791 5.728 4.093
O -1.625 3.794 3.622
C -1.326 2.813 2.726
C -0.901 3.042 1.420
C -0.616 1.975 0.582
C -0.773 0.647 1.036
C -1.196 0.443 2.349
C -1.463 1.505 3.185
H -1.782 1.347 4.202
H -1.293 -0.564 2.720
N -0.410 -0.329 0.135
C -0.781 -1.547 0.080
C -0.258 -2.449 -0.927
C -0.693 -3.734 -0.960
C -1.672 -4.216 -0.041
C -2.172 -5.523 -0.037
C -3.119 -5.912 0.879
C -3.598 -4.997 1.824
C -3.118 -3.696 1.840
C -2.159 -3.307 0.913
O -1.713 -2.035 0.970
H -3.476 -2.975 2.561
O -4.531 -5.427 2.703
H -4.784 -4.712 3.300
H -3.511 -6.915 0.892
H -1.799 -6.223 -0.768
H -0.284 -4.399 -1.707
C 0.779 -2.057 -1.944
O 1.333 -2.912 -2.615
N 0.991 -0.738 -2.075
C 2.033 -0.207 -2.914
H 1.687 0.722 -3.372
H 2.251 -0.938 -3.696
C 3.334 0.055 -2.125
H 3.643 -0.891 -1.663
C 3.178 1.176 -1.089
H 3.823 0.987 -0.231
H 2.152 1.271 -0.744
C 3.672 2.400 -1.858
H 2.879 2.803 -2.488
H 4.048 3.191 -1.212
C 4.771 1.785 -2.721
H 5.720 1.744 -2.166
O 4.350 0.470 -3.029
H 4.938 2.319 -3.660
H 0.535 -0.133 -1.392
O -0.190 2.107 -0.708
C -0.067 3.396 -1.254
H 0.233 3.247 -2.290
H 0.698 3.984 -0.737
H -1.019 3.937 -1.234
H -0.785 4.050 1.060
H -2.170 5.375 2.391
H -0.472 5.384 2.950
```

Multiplicity = 1
E = -1451.79068 hartree
Charge = 0
LUMO energy = -0.12 eV
Frontier orbital gap = 7.3 eV
Highest occupied orbital energy = -7.47 eV